(1)
{"formula": "C40H38InN9O2PS3Se", "method": "the ωB97M-V functional and the def2-TZVPD basis", "symbols": ["In", "C", "C", "N", "N", "C", "N", "S", "C", "C", "C", "C", "C", "N", "H", "H", "H", "H", "H", "H", "H", "H", "H", "H", "C", "C", "C", "C", "C", "C", "C", "S", "O", "O", "N", "C", "C", "C", "C", "C", "N", "H", "H", "H", "H", "H", "H", "H", "H", "H", "H", "H", "C", "P", "C", "C", "C", "C", "C", "C", "C", "C", "C", "C", "C", "C", "H", "H", "H", "H", "H", "H", "H", "H", "H", "H", "H", "H", "H", "S", "C", "N", "Se", "N", "C", "C", "C", "C", "C", "C", "N", "H", "H", "H", "H"], "xyz": [[-0.363, -1.457, 1.282], [2.218, -5.833, 0.457], [1.628, -4.615, 1.105], [0.383, -4.341, 1.139], [-0.484, -5.180, 0.515], [-1.830, -5.048, 0.755], [-2.577, -5.892, 0.017], [-2.475, -3.970, 1.841], [2.517, -3.613, 1.778], [3.899, -3.690, 1.695], [4.664, -2.783, 2.415], [4.031, -1.825, 3.181], [2.644, -1.785, 3.157], [1.901, -2.652, 2.478], [1.533, -6.680, 0.498], [2.466, -5.639, -0.592], [3.129, -6.144, 0.962], [-0.149, -5.937, -0.058], [-2.180, -6.663, -0.493], [-3.559, -5.926, 0.232], [4.382, -4.442, 1.086], [5.746, -2.834, 2.377], [4.590, -1.111, 3.770], [2.107, -1.021, 3.710], [-1.480, 7.072, 5.017], [-1.385, 5.831, 4.170], [-1.778, 4.596, 4.678], [-1.717, 3.451, 3.902], [-1.247, 3.557, 2.598], [-0.858, 4.775, 2.054], [-0.928, 5.902, 2.852], [-1.171, 2.073, 1.675], [-1.755, 2.572, 0.275], [-2.141, 1.173, 2.223], [0.136, 1.410, 1.372], [1.505, 1.750, 1.305], [2.073, 2.982, 1.633], [3.441, 3.130, 1.509], [4.212, 2.067, 1.057], [3.559, 0.883, 0.777], [2.242, 0.715, 0.912], [-1.302, 6.848, 6.069], [-2.478, 7.509, 4.938], [-0.764, 7.827, 4.696], [-2.143, 4.530, 5.697], [-2.032, 2.491, 4.292], [-0.526, 4.842, 1.024], [-0.630, 6.860, 2.442], [1.464, 3.803, 1.971], [3.904, 4.076, 1.764], [5.283, 2.153, 0.933], [4.110, 0.017, 0.423], [-3.183, -2.803, -2.515], [-2.200, -1.583, -1.553], [-3.557, -0.474, -1.005], [-3.958, -0.559, 0.326], [-4.975, 0.255, 0.812], [-5.589, 1.170, -0.029], [-5.199, 1.260, -1.363], [-4.192, 0.440, -1.849], [-1.375, -0.607, -2.879], [-0.861, 0.681, -2.661], [-0.106, 1.319, -3.634], [0.171, 0.673, -4.831], [-0.295, -0.609, -5.057], [-1.061, -1.234, -4.081], [-3.697, -2.329, -3.352], [-3.922, -3.211, -1.826], [-2.564, -3.624, -2.874], [-3.471, -1.270, 0.988], [-5.276, 0.180, 1.849], [-6.370, 1.817, 0.351], [-5.681, 1.971, -2.023], [-3.891, 0.517, -2.889], [-1.731, 0.687, -0.800], [0.274, 2.312, -3.457], [0.766, 1.181, -5.581], [-0.068, -1.125, -5.982], [-1.423, -2.236, -4.267], [-0.024, 3.738, -1.343], [-0.955, 2.474, -0.879], [-1.143, 1.259, -1.393], [0.875, -2.967, -1.997], [0.957, -1.257, -1.547], [1.835, -0.713, -2.370], [2.171, 0.683, -2.388], [3.056, 1.119, -3.309], [3.677, 0.227, -4.259], [3.401, -1.094, -4.281], [2.453, -1.612, -3.333], [2.077, -2.876, -3.286], [1.699, 1.359, -1.684], [3.305, 2.173, -3.345], [4.381, 0.636, -4.973], [3.856, -1.766, -4.997]], "lowdin_charge": [0.7977, -0.0150, -0.2889, 0.0119, -0.0307, -0.8891, 0.0985, 0.5940, -0.2302, -0.0060, -0.0455, -0.0503, -0.1404, 0.0383, 0.0800, 0.0930, 0.0833, 0.1254, 0.1082, 0.0986, 0.1101, 0.1165, 0.1138, 0.1147, -0.0375, -0.2482, -0.0195, -0.0339, -0.2811, -0.0665, -0.0159, 0.6799, -0.2225, -0.3064, -0.1686, -0.3747, -0.0132, -0.0529, -0.0619, -0.1474, 0.1023, 0.0828, 0.0929, 0.0812, 0.1226, 0.1182, 0.0582, 0.1231, 0.0917, 0.1145, 0.1053, 0.1112, -0.2528, 0.9308, -0.4075, -0.1224, -0.0675, -0.0651, -0.0636, -0.0826, -0.3497, -0.2416, -0.0589, -0.0619, -0.0606, -0.1214, 0.0553, 0.0452, 0.0306, 0.0471, 0.1141, 0.1090, 0.1090, 0.1144, 0.0762, 0.0564, 0.1193, 0.1161, 0.0904, 0.8136, -0.8236, 0.1226, 1.0709, -0.2444, -0.3663, -0.0642, -0.0583, -0.0594, -0.0181, -0.3845, -0.1981, 0.0857, 0.1173, 0.1095, 0.1174], "e_lumo_ha": -0.10541, "total_charge": 1, "fmax_ev_per_a": 1.00, "orbital_gap_ev": 7.1, "energy_ev": -171910.863}

=====

(2)
{"formula": "C40H38N7O8P2S2Tl", "method": "the ωB97M-V functional and the def2-TZVPD basis", "symbols": ["Tl", "C", "C", "C", "C", "C", "C", "N", "C", "C", "C", "C", "C", "C", "N", "N", "C", "C", "C", "C", "C", "N", "H", "H", "H", "H", "H", "H", "H", "H", "H", "H", "H", "H", "H", "O", "P", "O", "O", "O", "P", "O", "O", "O", "H", "H", "C", "N", "C", "C", "N", "C", "S", "C", "C", "C", "C", "C", "N", "H", "H", "H", "H", "H", "H", "H", "H", "H", "O", "S", "C", "C", "C", "C", "C", "C", "C", "C", "C", "C", "C", "C", "C", "C", "H", "H", "H", "H", "H", "H", "H", "H", "H", "H", "H", "H", "H", "H"], "xyz": [[-0.176, 0.456, 1.125], [2.121, 4.224, 4.536], [2.617, 3.789, 3.314], [2.436, 2.475, 2.910], [1.754, 1.562, 3.723], [1.231, 2.017, 4.938], [1.422, 3.330, 5.340], [1.479, 0.267, 3.288], [2.418, -0.636, 3.210], [3.790, -0.422, 3.637], [4.732, -1.394, 3.547], [4.434, -2.684, 3.023], [3.160, -2.938, 2.607], [2.138, -1.959, 2.676], [0.858, -2.199, 2.269], [0.602, -3.342, 1.778], [-0.745, -3.498, 1.403], [-1.034, -4.596, 0.582], [-2.334, -4.791, 0.162], [-3.319, -3.904, 0.579], [-2.946, -2.868, 1.423], [-1.695, -2.670, 1.832], [2.254, 5.254, 4.846], [3.127, 4.480, 2.654], [2.795, 2.145, 1.941], [0.647, 1.329, 5.535], [1.001, 3.663, 6.283], [4.046, 0.547, 4.044], [5.740, -1.182, 3.888], [5.204, -3.441, 2.960], [2.888, -3.907, 2.209], [-0.228, -5.264, 0.307], [-2.581, -5.627, -0.483], [-4.350, -4.006, 0.272], [-3.681, -2.166, 1.798], [-3.429, 2.236, 0.816], [-3.798, 0.657, 0.793], [-5.081, 0.472, 0.073], [-2.592, -0.128, 0.339], [-4.006, 0.336, 2.378], [-2.891, 0.644, 3.538], [-2.396, -0.824, 3.954], [-3.549, 1.274, 4.697], [-1.754, 1.359, 2.824], [-2.720, 2.320, 1.493], [-1.856, -1.274, 3.273], [1.264, 2.288, -3.949], [0.304, 2.636, -2.926], [-0.953, 2.065, -2.807], [-1.528, 2.579, -1.709], [-0.608, 3.473, -1.167], [0.532, 3.505, -1.910], [1.889, 4.473, -1.650], [-0.796, 4.152, 0.076], [-1.449, 5.371, 0.102], [-1.677, 5.943, 1.342], [-1.253, 5.277, 2.480], [-0.610, 4.057, 2.338], [-0.381, 3.506, 1.148], [0.803, 2.391, -4.933], [1.592, 1.260, -3.800], [2.105, 2.971, -3.861], [-1.292, 1.299, -3.483], [-2.458, 2.370, -1.209], [-1.768, 5.836, -0.820], [-2.197, 6.890, 1.418], [-1.432, 5.676, 3.469], [-0.297, 3.478, 3.198], [0.693, -0.389, -2.381], [0.137, -1.497, -1.554], [1.520, -2.661, -1.275], [2.327, -2.896, -2.508], [3.171, -1.900, -2.996], [3.885, -2.097, -4.168], [3.768, -3.291, -4.869], [2.933, -4.289, -4.389], [2.216, -4.089, -3.218], [-0.852, -2.528, -2.680], [-1.938, -1.669, -3.263], [-2.948, -1.186, -2.437], [-3.907, -0.312, -2.931], [-3.869, 0.065, -4.268], [-2.867, -0.420, -5.102], [-1.896, -1.275, -4.597], [1.079, -3.576, -0.879], [2.099, -2.198, -0.474], [3.252, -0.966, -2.455], [4.533, -1.312, -4.536], [4.328, -3.441, -5.784], [2.837, -5.225, -4.927], [1.562, -4.868, -2.843], [-1.264, -3.318, -2.045], [-0.204, -2.951, -3.449], [-2.950, -1.418, -1.378], [-4.642, 0.086, -2.239], [-4.613, 0.749, -4.660], [-2.827, -0.113, -6.141], [-1.088, -1.624, -5.232]], "lowdin_charge": [0.8945, -0.1348, -0.1056, -0.0550, -0.3382, -0.0262, -0.1128, 0.0099, -0.2596, -0.0254, -0.1177, -0.1364, -0.0636, -0.2339, 0.0369, 0.0334, -0.3387, -0.0607, -0.1042, -0.0688, -0.1180, 0.1237, 0.0853, 0.0993, 0.1155, 0.1172, 0.0930, 0.0998, 0.0891, 0.0766, 0.0904, 0.0976, 0.0972, 0.0995, 0.1056, -0.1808, 0.1638, -0.3168, -0.4659, -0.2838, 0.1772, -0.1535, -0.3131, -0.4651, 0.0208, 0.0191, -0.0447, -0.1136, -0.0461, -0.0164, -0.0091, -0.7761, 0.4915, -0.3100, 0.0029, -0.0640, -0.0391, -0.1137, 0.1393, 0.0878, 0.0702, 0.0392, 0.1057, 0.1073, 0.1159, 0.0995, 0.1041, 0.0927, -0.5177, 0.8507, -0.2717, -0.2711, -0.0350, -0.0823, -0.1106, -0.0998, -0.0597, -0.2564, -0.2834, -0.0332, -0.0555, -0.1011, -0.1165, -0.0653, 0.0697, 0.0934, 0.1173, 0.0989, 0.0909, 0.0933, 0.1123, 0.0866, 0.0877, 0.0882, 0.0900, 0.0938, 0.0899, 0.1067], "e_lumo_ha": 0.13811, "total_charge": -2, "fmax_ev_per_a": 0.30, "orbital_gap_ev": 5.9, "energy_ev": -113860.114}

=====

(3)
{"formula": "C40H39BrN7O4ReS3", "method": "the ωB97M-V functional and the def2-TZVPD basis", "symbols": ["Re", "C", "C", "N", "C", "C", "S", "C", "C", "S", "C", "N", "C", "H", "H", "H", "H", "H", "H", "H", "H", "C", "O", "C", "C", "C", "C", "C", "C", "N", "C", "N", "C", "C", "C", "C", "C", "C", "O", "C", "N", "C", "C", "C", "C", "C", "C", "O", "C", "H", "H", "H", "H", "H", "H", "H", "H", "H", "H", "H", "H", "H", "H", "H", "H", "H", "H", "H", "H", "H", "H", "O", "C", "C", "C", "N", "C", "Br", "C", "H", "H", "H", "H", "S", "C", "N", "C", "C", "C", "C", "H", "H", "H", "H", "H"], "xyz": [[-0.258, 0.570, 1.598], [-0.718, 1.562, -1.952], [-0.399, 2.572, -0.909], [-0.255, 2.388, 0.398], [-0.107, 3.584, 1.071], [-0.086, 4.675, 0.275], [-0.276, 4.203, -1.347], [-0.112, 3.510, 2.516], [0.038, 4.524, 3.395], [-0.170, 3.942, 4.977], [-0.428, 2.367, 4.407], [-0.371, 2.264, 3.083], [-0.680, 1.310, 5.428], [-0.235, 0.611, -1.756], [-0.375, 1.923, -2.921], [-1.800, 1.427, -2.006], [0.016, 5.709, 0.561], [0.240, 5.561, 3.183], [-0.845, 1.779, 6.397], [0.184, 0.657, 5.529], [-1.565, 0.723, 5.192], [-1.488, -0.929, -4.623], [-1.387, -1.499, -3.316], [-1.674, -2.820, -3.185], [-2.416, -3.570, -4.089], [-2.631, -4.921, -3.859], [-2.121, -5.547, -2.729], [-1.401, -4.803, -1.813], [-1.186, -3.448, -2.033], [-0.385, -2.709, -1.107], [-0.792, -1.618, -0.464], [-2.067, -1.286, -0.567], [-2.759, -0.174, -0.091], [-2.216, 0.742, 0.787], [-3.032, 1.806, 1.200], [-4.328, 1.921, 0.741], [-4.867, 0.994, -0.154], [-4.085, -0.059, -0.576], [-4.454, -1.034, -1.430], [-5.798, -1.021, -1.938], [0.106, -0.896, 0.314], [1.446, -1.468, 0.239], [1.853, -2.394, 1.187], [3.123, -2.944, 1.123], [3.979, -2.550, 0.104], [3.572, -1.638, -0.859], [2.292, -1.095, -0.811], [1.788, -0.210, -1.688], [2.633, 0.230, -2.757], [-2.489, -1.043, -5.039], [-0.753, -1.378, -5.291], [-1.284, 0.131, -4.502], [-2.809, -3.117, -4.987], [-3.200, -5.493, -4.579], [-2.283, -6.602, -2.565], [-0.997, -5.266, -0.920], [0.524, -3.079, -0.861], [-2.631, -1.888, -1.168], [-2.658, 2.548, 1.893], [-4.945, 2.743, 1.079], [-5.882, 1.109, -0.504], [-6.514, -1.094, -1.120], [-5.880, -1.892, -2.578], [-5.974, -0.115, -2.519], [1.166, -2.700, 1.965], [3.436, -3.673, 1.856], [4.975, -2.968, 0.044], [4.249, -1.358, -1.653], [2.029, 0.905, -3.355], [2.956, -0.613, -3.369], [3.492, 0.773, -2.362], [-0.376, -3.037, 5.837], [-0.713, -2.209, 4.868], [-2.070, -1.986, 4.493], [-2.374, -1.133, 3.467], [-1.323, -0.551, 2.858], [-0.070, -0.699, 3.213], [2.131, 1.068, 1.552], [0.333, -1.537, 4.218], [-1.131, -3.476, 6.255], [-2.865, -2.498, 5.020], [-3.372, -0.915, 3.113], [1.362, -1.679, 4.514], [3.019, 3.473, -0.667], [4.692, 3.326, -0.907], [5.330, 4.239, -1.690], [6.663, 4.260, -1.938], [7.471, 3.313, -1.395], [6.876, 2.334, -0.580], [5.526, 2.335, -0.343], [4.746, 4.966, -2.086], [7.012, 5.062, -2.572], [8.533, 3.328, -1.586], [7.497, 1.573, -0.124], [5.071, 1.591, 0.294]], "lowdin_charge": [1.3578, -0.0564, -0.5984, -0.1338, -0.3741, -0.3125, 1.1327, -0.3567, -0.2851, 1.1955, -0.5734, -0.0676, -0.0539, 0.0546, 0.0865, 0.1042, 0.1016, 0.0997, 0.0902, 0.0885, 0.0808, -0.0281, -0.0968, -0.2369, 0.0095, -0.0391, -0.0547, -0.0002, -0.1611, 0.1866, -0.2856, 0.2019, -0.1828, -0.2183, -0.1092, -0.0474, 0.0092, -0.2270, -0.0850, -0.0173, -0.0595, -0.3523, -0.0520, -0.0506, -0.0435, -0.0007, -0.3160, -0.1212, -0.0338, 0.0951, 0.1119, 0.0815, 0.1158, 0.1225, 0.1185, 0.1245, 0.1583, 0.1504, 0.0924, 0.1197, 0.1194, 0.1063, 0.1010, 0.1044, 0.1095, 0.1178, 0.1202, 0.1138, 0.0933, 0.1098, 0.0774, 0.1469, -0.2719, 0.0594, -0.0365, -0.1182, -0.3251, 0.4135, 0.0096, 0.1487, 0.1392, 0.1426, 0.1425, 0.8728, -0.6578, 0.0767, -0.0124, 0.0002, 0.0094, -0.0539, 0.1623, 0.1520, 0.1336, 0.1365, 0.0980], "e_lumo_ha": [-0.32623, -0.37845], "total_charge": 3, "fmax_ev_per_a": 2.27, "orbital_gap_ev": [5.9, 4.5], "s_squared": 0.754, "energy_ev": -165389.619, "spin_multiplicity": 2}